1.
The following is a DFT calculation (ωB97M-V/def2-TZVPD) of a structure of composition C23H43FN2O3Si2.

Atoms and positions in Å:
C -4.6000 4.5015 2.0318
C -5.5782 3.6592 1.2194
C -5.1661 2.1796 1.1529
Si -3.8719 1.7873 -0.1259
C -3.2867 0.0309 0.0167
C -2.3779 -0.1143 1.2574
C -0.9043 -0.2707 0.8854
C -0.5326 -1.7180 0.5306
C 0.0709 -2.4691 1.7141
C 0.3610 -3.9363 1.4373
C 1.3022 -4.2136 0.2636
C 2.6321 -3.4655 0.3034
C 3.5918 -4.0048 1.3563
C 4.7753 -3.0738 1.6119
C 5.9673 -3.7462 2.3137
C 7.3108 -3.5454 1.6143
N 7.2519 -3.7442 0.1818
C 7.8908 -2.9772 -0.7462
C 7.6387 -3.4769 -1.9845
C 6.8087 -4.6079 -1.8073
C 6.5938 -4.7440 -0.4749
O -4.5275 2.0254 -1.6545
Si -4.6624 3.3935 -2.5040
F -4.4627 3.0291 -4.0477
N -3.4330 4.5550 -2.1026
C -3.7739 5.7986 -1.4265
C -4.9044 6.6531 -1.9275
O -3.1188 6.1264 -0.4738
C -2.3515 4.6796 -3.0705
C -2.5444 5.5927 -4.2521
O -1.3550 4.0304 -2.9332
H -4.6719 4.2391 3.0865
H -3.5733 4.3191 1.7159
H -4.7955 5.5646 1.9120
H -6.5695 3.7322 1.6696
H -5.6822 4.0830 0.2151
H -6.0380 1.5447 0.9824
H -4.7467 1.8846 2.1198
H -2.7015 2.6611 0.0944
H -4.1286 -0.6611 0.0379
H -2.7172 -0.2065 -0.8848
H -2.4669 0.7650 1.9043
H -2.6970 -0.9659 1.8600
H -0.6752 0.3820 0.0423
H -0.2781 0.0591 1.7165
H -1.4294 -2.2530 0.2067
H 0.1784 -1.7201 -0.2958
H -0.6294 -2.4023 2.5515
H 0.9772 -1.9438 2.0264
H 0.7312 -4.4204 2.3420
H -0.5945 -4.4166 1.2057
H 0.7817 -4.0051 -0.6710
H 1.5308 -5.2830 0.2650
H 2.4679 -2.3980 0.4630
H 3.1151 -3.5788 -0.6690
H 3.9745 -4.9652 1.0024
H 3.0706 -4.1871 2.2984
H 5.0924 -2.6349 0.6661
H 4.4223 -2.2581 2.2457
H 6.0771 -3.3398 3.3186
H 5.7825 -4.8150 2.4341
H 8.0443 -4.2336 2.0389
H 7.6858 -2.5384 1.7885
H 8.4798 -2.1233 -0.4564
H 8.0096 -3.0734 -2.9094
H 6.4179 -5.2512 -2.5761
H 6.0218 -5.4853 0.0539
H -6.0089 3.9478 -2.3461
H -5.8335 6.0986 -2.0330
H -5.0466 7.4609 -1.2164
H -4.6605 7.0843 -2.8954
H -1.7596 6.3475 -4.2287
H -2.3839 4.9889 -5.1423
H -3.5173 6.0632 -4.2985

HOMO-LUMO gap: 8.90 eV
energy: -52149.626 eV
2S+1: 1
HOMO level: -0.3015 hartree
LUMO level: 0.69 eV


2.
The following is a DFT calculation (ωB97M-V/def2-TZVPD) of a cluster of 6 separate species, C23H43N6O in total.

Atoms and positions in Å:
C 3.5842 -1.1743 6.8522
O 4.9166 -1.4840 7.1661
C 5.8697 -0.4352 6.7604
C 6.6481 0.1655 7.9497
N 5.8607 1.3782 8.4013
H 3.0841 -0.5261 7.5995
H 3.0259 -2.1365 6.8685
H 3.4379 -0.7502 5.8386
H 6.6178 -0.9426 6.1177
H 5.3964 0.3975 6.2156
H 6.6413 -0.5817 8.7687
H 5.7008 1.3500 9.4031
H 6.3155 2.2385 8.1319
C 2.5115 -3.1276 3.0016
C 1.3497 -2.5905 2.1745
C 0.5860 -1.4546 2.8639
C -0.0883 -1.9001 4.0825
N -0.6246 -2.2518 5.0356
H 2.1662 -3.5721 3.9366
H 3.0412 -3.9001 2.4433
H 3.2230 -2.3357 3.2421
H 0.6687 -3.4102 1.9394
H 1.7417 -2.2185 1.2246
H -0.1640 -1.0591 2.1739
H 1.2651 -0.6314 3.0957
C 0.8818 2.8692 -0.3209
C -0.4269 2.5234 0.3763
C -0.5197 3.0839 1.7991
C 0.4715 2.4970 2.6999
N 1.2507 2.0367 3.4071
H 1.7312 2.4183 0.2113
H 0.8921 2.4845 -1.3192
H 1.0358 3.9403 -0.3622
H -0.5515 1.4373 0.3927
H -1.2543 2.9292 -0.2075
H -1.5162 2.8820 2.1991
H -0.4005 4.1693 1.7810
C -0.6194 4.7246 -5.7944
C -1.9189 4.3668 -5.0839
C -1.9944 4.9126 -3.6547
C -0.9876 4.3170 -2.7770
N -0.1942 3.8492 -2.0865
H 0.2431 4.2812 -5.2946
H -0.6352 4.3523 -6.8191
H -0.4774 5.8070 -5.8303
H -2.0379 3.2815 -5.0783
H -2.7552 4.7771 -5.6562
H -2.9848 4.7039 -3.2436
H -1.8788 5.9984 -3.6618
C -1.6424 -5.4293 -1.5021
C -2.0149 -6.0579 -0.1639
C -1.2757 -5.4297 1.0204
C 0.1666 -5.6590 0.9584
N 1.2993 -5.8388 0.9039
H -0.5871 -5.5817 -1.7342
H -2.2268 -5.8786 -2.3063
H -1.8417 -4.3555 -1.4996
H -1.8185 -7.1315 -0.2011
H -3.0889 -5.9365 -0.0053
H -1.6587 -5.8570 1.9492
H -1.4756 -4.3565 1.0607
C -4.6505 1.0295 -8.4880
C -4.9946 0.3800 -7.1525
C -4.2422 1.0008 -5.9722
C -2.7982 0.7878 -6.0604
N -1.6645 0.6207 -6.1356
H -3.5976 0.8908 -8.7394
H -5.2432 0.5844 -9.2879
H -4.8608 2.1010 -8.4686
H -4.7879 -0.6907 -7.2065
H -6.0667 0.4883 -6.9748
H -4.6054 0.5581 -5.0424
H -4.4526 2.0714 -5.9154

HOMO-LUMO gap: 1.50 eV
energy: -35531.492 eV
2S+1: 1
HOMO level: -0.0130 hartree
charge: -1
LUMO level: 1.14 eV


3.
The following is a DFT calculation (ωB97M-V/def2-TZVPD) of a cluster of 2 separate species, C23H44BIN2O11P in total.

Atoms and positions in Å:
C 3.3963 -2.2043 -2.6256
C 1.9320 -1.9383 -2.6586
C 0.9655 -1.4912 -1.4123
C 1.1916 -2.7140 -0.2869
C 1.3081 -4.2155 -0.9109
O 0.3739 -4.9403 -1.5198
I 3.2468 -5.3056 -0.6801
C -0.5751 -1.5656 -1.9597
C -1.5765 -0.9099 -0.8847
C -3.1032 -1.3079 -1.2759
C -3.4876 -1.2796 -2.8691
O -4.9165 -1.6847 -3.0937
C -5.0932 -3.1292 -2.8906
C -5.8962 -3.5580 -1.4865
O -4.6672 -4.0763 -3.7381
N -1.3330 0.5453 -0.4576
C -1.7218 1.5785 -1.4789
C -0.9561 1.6626 -2.8947
C -0.1401 3.1233 -3.0300
O -1.8921 1.7152 -4.0706
O -2.0422 0.5464 0.6793
C -2.8897 1.6067 1.0489
C -4.4481 1.6424 0.5388
C 0.1034 0.8074 -0.0449
P 0.3860 0.8685 1.8817
O -0.2080 2.2167 2.5425
O 2.1071 1.0525 2.3038
O -0.1141 -0.5865 2.7023
C 1.2972 -0.0693 -0.6970
B 2.3032 0.9755 -1.4940
O 2.5217 1.1933 -2.9060
O 3.0790 1.8949 -0.5813
C 4.4472 2.0808 -1.0871
C 5.2850 0.6839 -1.3368
H 3.9545 -2.1829 -1.5730
H 4.0243 -2.4852 -3.5751
H 1.4153 -2.0817 -3.7258
H 2.2079 -2.5559 0.3234
H 0.3550 -2.7462 0.5295
H -0.7129 -1.2208 -3.0914
H -0.8548 -2.7273 -2.0000
H -1.3767 -1.5192 0.1283
H -3.9564 -0.7552 -0.7067
H -3.2170 -2.4549 -0.9541
H -2.8338 -1.9754 -3.5484
H -3.4677 -0.1387 -3.1926
H -5.9901 -4.7171 -1.3514
H -5.3896 -2.9956 -0.5885
H -6.9971 -3.1188 -1.5809
H -2.8804 1.4404 -1.7338
H -1.6340 2.7018 -1.0751
H -0.1681 0.8658 -3.1631
H -0.9560 3.9229 -3.2880
H 0.5531 3.0163 -3.9674
H 0.4378 3.3574 -2.0371
H -1.8693 0.8165 -4.5175
H -3.0018 1.5417 2.2433
H -2.4920 2.7270 0.9132
H -5.0201 2.3746 1.2889
H -5.0170 0.6190 0.6067
H -4.5558 2.1711 -0.5257
H 0.2936 1.9445 -0.3652
H 2.4347 0.1122 2.5341
H -0.8634 -0.4288 3.3474
H 1.9912 -0.4069 0.2244
H 1.9509 0.6739 -3.5297
H 5.0329 2.6970 -0.2509
H 4.4054 2.7862 -2.0452
H 5.1046 0.2121 -2.4186
H 6.4256 0.9426 -1.2758
H 4.9486 -0.1472 -0.5715
C 2.7583 -0.0493 7.1617
O 2.6427 -1.0274 6.4342
N 2.4403 1.2466 6.8156
C 2.6074 2.3500 7.7381
C 1.9232 1.5156 5.4899
H 3.1421 -0.1396 8.1912
H 1.6355 2.8244 7.9010
H 3.3020 3.0733 7.3016
H 3.0038 2.0050 8.6970
H 1.0016 0.9444 5.3443
H 2.6594 1.1919 4.7480
H 1.7190 2.5823 5.3645

HOMO-LUMO gap: 7.88 eV
energy: -68115.770 eV
2S+1: 1
energy above the lowest of the compared OMol25 structures with the same formula, charge and spin: 7.583 eV
HOMO level: -0.4005 hartree
charge: +1
LUMO level: -3.02 eV


4.
The following is a DFT calculation (ωB97M-V/def2-TZVPD) of a cluster of 6 separate species, C23H44BN7O7 in total.

Atoms and positions in Å:
C 4.3571 1.7437 1.1108
C 3.2703 1.5838 0.6307
C 1.9691 1.4685 -0.0464
C 0.7577 2.0676 0.7849
C 1.2821 2.6300 2.0609
N 1.6690 3.0227 3.0689
C -0.2011 0.9221 1.1870
C -0.8334 0.3260 -0.0080
N -1.4780 -0.1340 -0.8398
C 0.0358 3.1946 0.0277
B -0.6131 4.2504 1.0432
O 0.0463 5.4066 1.4058
O -1.8844 3.9896 1.5562
H 5.3542 1.9983 1.3786
H 2.0444 2.0021 -0.9914
H 1.7826 0.4257 -0.3008
H 0.3956 0.1317 1.6436
H -0.9527 1.2890 1.8837
H -0.7607 2.8096 -0.6143
H 0.7282 3.7283 -0.6282
H 0.9139 5.2098 1.7814
H -1.7920 3.6800 2.4673
C -1.5608 0.8261 4.8938
O -1.1366 1.2200 3.8182
N -2.1161 1.6263 5.8131
C -2.6190 1.1286 7.0782
C -2.2105 3.0475 5.5152
H -1.5199 -0.2332 5.1919
H -3.6847 1.3457 7.1679
H -2.0897 1.6064 7.9041
H -2.4720 0.0523 7.1408
H -2.7999 3.1912 4.6069
H -1.2112 3.4516 5.3467
H -2.6810 3.5774 6.3384
C 2.6824 -0.5358 -3.6513
O 2.1609 0.2838 -2.9140
N 2.7171 -1.8562 -3.4212
C 3.3446 -2.7855 -4.3432
C 2.1054 -2.3804 -2.2056
H 3.1786 -0.2448 -4.5936
H 2.6134 -3.5102 -4.6960
H 4.1553 -3.3164 -3.8389
H 3.7521 -2.2561 -5.2013
H 1.0461 -2.1244 -2.1824
H 2.5848 -1.9362 -1.3317
H 2.2169 -3.4537 -2.1723
C -3.8503 6.2047 5.2757
O -3.5702 6.0311 6.4478
N -5.0655 6.5543 4.8171
C -5.3289 6.7415 3.4030
C -6.1411 6.7486 5.7744
H -3.1042 6.0834 4.4716
H -5.6645 7.7635 3.2165
H -6.1039 6.0480 3.0711
H -4.4244 6.5580 2.8267
H -5.8747 7.5349 6.4812
H -6.3112 5.8301 6.3372
H -7.0509 7.0259 5.2482
C 1.4275 -5.6095 0.0890
O 1.2337 -4.5653 -0.5035
N 1.9503 -6.7179 -0.4704
C 2.1581 -7.9382 0.2830
C 2.3154 -6.6801 -1.8771
H 1.1839 -5.7350 1.1572
H 3.2164 -8.2066 0.2790
H 1.5843 -8.7551 -0.1594
H 1.8351 -7.8002 1.3126
H 3.0638 -5.9055 -2.0492
H 1.4398 -6.4481 -2.4847
H 2.7189 -7.6441 -2.1756
C 2.7478 -4.1664 -8.0204
O 3.1601 -4.4656 -6.9156
N 1.4793 -3.8045 -8.2903
C 1.0441 -3.4583 -9.6288
C 0.5200 -3.7605 -7.1982
H 3.3983 -4.1660 -8.9111
H 0.6690 -2.4333 -9.6482
H 0.2479 -4.1325 -9.9508
H 1.8763 -3.5407 -10.3246
H 0.8515 -3.0541 -6.4364
H 0.4350 -4.7448 -6.7360
H -0.4507 -3.4529 -7.5777

HOMO-LUMO gap: 9.34 eV
energy: -50004.150 eV
2S+1: 1
HOMO level: -0.3194 hartree
LUMO level: 0.65 eV


5.
The following is a DFT calculation (ωB97M-V/def2-TZVPD) of a cluster of 7 separate species, C23H44BrIO7P in total.

Atoms and positions in Å:
C 0.9139 1.7728 -4.2440
P -0.6581 2.6287 -4.6811
C -1.5504 2.6068 -3.0703
C -1.7442 1.6277 -5.7124
I -1.2361 -0.5159 -5.5970
C -1.6609 2.1621 -7.1879
C -1.6957 1.1291 -8.2635
O -2.5979 0.5049 -8.6820
Br 0.0965 0.8601 -9.1517
H 0.7911 0.9606 -3.5212
H 1.6030 2.5277 -3.8414
H 1.3590 1.3686 -5.1614
H -0.9091 2.9923 -2.2667
H -2.4064 3.2776 -3.2108
H -1.9448 1.6223 -2.7939
H -0.7765 2.7884 -7.3461
H -2.5441 2.7919 -7.3815
C -0.3484 -0.3239 0.3246
C -0.6185 -1.1290 -0.9235
O -0.0664 -0.9057 -1.9723
C -1.6228 -2.2548 -0.8008
H 0.3899 0.4448 0.1178
H -1.2779 0.1387 0.6607
H 0.0332 -0.9735 1.1129
H -2.5871 -1.8511 -0.4955
H -1.2893 -2.9739 -0.0477
H -1.7250 -2.7514 -1.7633
C 4.3545 0.5462 3.1206
C 3.5488 -0.4186 2.2852
O 2.5202 -0.0941 1.7394
C 4.1023 -1.8185 2.1638
H 3.8671 1.5180 3.1352
H 4.4451 0.1807 4.1425
H 5.3590 0.6466 2.7059
H 4.1911 -2.2741 3.1517
H 5.0943 -1.7894 1.7174
H 3.4379 -2.4168 1.5434
C -4.6359 2.8163 -1.1280
C -4.7312 1.3106 -1.1827
O -3.7518 0.6073 -1.1355
C -6.1231 0.7308 -1.2853
H -3.5939 3.1181 -1.0624
H -5.0797 3.2536 -2.0233
H -5.1795 3.1721 -0.2493
H -6.6146 1.0790 -2.1943
H -6.7149 1.0376 -0.4191
H -6.0625 -0.3551 -1.3146
C 8.7164 -3.2766 4.2787
C 8.2358 -3.0464 2.8647
O 7.2962 -2.3271 2.6250
C 8.9882 -3.7614 1.7683
H 8.0974 -2.7106 4.9706
H 8.6617 -4.3384 4.5246
H 9.7559 -2.9592 4.3768
H 8.9431 -4.8404 1.9252
H 10.0374 -3.4612 1.7772
H 8.5493 -3.5168 0.8044
C -10.5620 -1.1986 -3.5554
C -9.5404 -0.2269 -3.0102
O -8.5130 0.0074 -3.5963
C -9.8740 0.4378 -1.6930
H -10.2083 -1.6055 -4.4994
H -10.7220 -2.0119 -2.8454
H -11.5158 -0.6913 -3.7112
H -10.0089 -0.3156 -0.9150
H -10.8004 1.0067 -1.7897
H -9.0665 1.1081 -1.4112
C 4.3087 -0.2674 7.6275
C 4.9110 1.0904 7.3485
O 4.8975 1.5753 6.2435
C 5.5293 1.8097 8.5250
H 3.8965 -0.6818 6.7106
H 5.0711 -0.9419 8.0212
H 3.5164 -0.1799 8.3727
H 6.3349 1.2088 8.9506
H 4.7798 1.9700 9.3018
H 5.9247 2.7685 8.1993

HOMO-LUMO gap: 3.91 eV
energy: -126328.316 eV
2S+1: 1
HOMO level: -0.0866 hartree
charge: -1
LUMO level: 1.56 eV


6.
The following is a DFT calculation (ωB97M-V/def2-TZVPD) of a structure of composition C23H44CaCl2LiN3O13S.

Atoms and positions in Å:
C -1.9008 4.5977 1.0927
C -2.6408 3.2761 0.8900
O -1.9033 2.1289 1.3714
C -1.1215 1.6247 0.3172
C 0.2459 2.2960 0.1776
C 0.8865 2.5211 1.5589
N 2.3379 2.4055 1.5875
C 2.7020 1.0533 1.2413
C 1.9115 0.4575 0.0661
N 1.1588 1.4688 -0.7601
C 0.3075 0.6839 -1.7025
C 1.0086 0.0762 -2.9161
C 0.0118 -0.8636 -3.6513
S -0.7295 0.0153 -5.0133
C 2.0096 2.4647 -1.5004
C 3.4414 2.0441 -1.8006
C 3.8835 2.7698 -3.0674
N 3.9261 4.2029 -3.0454
O 4.1859 2.1447 -4.0334
H -2.3265 5.2923 0.3714
H -2.1057 5.0204 2.0705
H -0.8589 4.5013 0.8764
H -2.9478 3.1623 -0.1484
H -3.5620 3.3274 1.4661
H -1.6981 1.7360 -0.6052
H -0.9146 0.5398 0.4200
H 0.0497 3.2678 -0.2532
H 0.5495 3.4588 1.9738
H 0.5111 1.7593 2.2427
H 2.7828 3.0800 0.9827
H 2.6038 0.3995 2.1027
H 3.7570 1.0278 0.9795
H 1.1577 -0.2000 0.4962
H 2.5303 -0.1887 -0.5435
H -0.0901 -0.1557 -1.1267
H -0.4707 1.3217 -2.1040
H 1.8443 -0.5420 -2.6008
H 1.3458 0.8119 -3.6352
H 0.5527 -1.7334 -3.9974
H -0.7720 -1.1478 -2.9562
H -0.7362 1.2682 -4.5087
H 2.0386 3.3902 -0.9471
H 1.5367 2.7311 -2.4401
H 3.5549 0.9921 -2.0317
H 4.1371 2.3197 -1.0105
H 4.3018 4.4646 -2.1375
H 2.9616 4.5406 -3.0516
C -3.4576 -3.5063 3.0948
C -3.6774 -3.2963 1.6121
O -4.7834 -2.4114 1.3467
H -4.3482 -3.9298 3.5599
H -2.6190 -4.1775 3.2831
H -3.2561 -2.5519 3.5929
H -3.9004 -4.2399 1.1156
H -2.7707 -2.8462 1.1653
H -4.5746 -1.5779 1.7823
C 5.2554 -2.1069 -3.0171
O 5.1891 -0.9114 -2.2326
H 5.0989 -2.9488 -2.3480
H 4.4809 -2.1115 -3.7870
H 6.2343 -2.2044 -3.4904
H 5.3303 -0.1724 -2.8347
Cl 1.5228 -0.9463 -6.2988
C -0.5617 5.5318 -2.3346
O -1.3218 6.4974 -2.4234
O -0.1800 4.9626 -3.5945
O -0.0726 4.9596 -1.3451
H -0.6706 5.5612 -4.1734
Ca -1.9139 -1.3709 -1.4697
Cl -1.6262 -1.1915 1.1911
Li -2.8353 1.0642 -6.0596
O 3.6953 -3.6957 -7.5633
H 2.9329 -4.0945 -7.9911
H 3.3888 -2.8052 -7.3382
O -3.2280 -4.0161 -2.4571
H -3.8821 -4.6796 -2.2282
C -1.7161 -4.0332 6.8665
C -2.2164 -5.1862 6.2118
C -3.3698 -5.9037 6.9519
O -3.9401 -6.8746 6.4466
C -3.7475 -5.4144 8.2380
C -3.2339 -4.2710 8.8971
C -2.1578 -3.4907 8.1116
O -1.6877 -2.4362 8.5481
O -3.5755 -3.8645 10.0122
O -1.8303 -5.6480 5.1341
H -0.9130 -3.4732 6.3961
H -4.5153 -6.0012 8.7328

HOMO-LUMO gap: 1.01 eV
energy: -110170.547 eV
2S+1: 1
HOMO level: -0.0260 hartree
charge: -2
LUMO level: 0.30 eV